[1]
# C2H6IN2S

A gas-phase ion, C2H6IN2S (charge +1) (wB97M-V/def2-TZVPD, OMol25).

Element x y z (Å)
1 C 0.1974 -1.5492 1.1977
2 N 0.4982 -0.4470 0.5505
3 C -0.2854 0.4675 -0.2370
4 N 0.2140 0.5294 -1.5384
5 S -0.0380 2.0885 0.6133
6 I -2.5278 -0.2056 -0.1250
7 H 0.7972 -2.1712 1.8885
8 H -0.8266 -1.9262 1.3205
9 H 1.4284 -0.0032 0.5085
10 H 0.2721 -0.4380 -1.7955
11 H -0.5184 1.0474 -2.1066
12 H 0.7890 2.6078 -0.2765

The net charge is +1. The value obtained for the HOMO energy is -0.504 Ha. For the HOMO-LUMO gap, the calculation gives 8.0 eV. As for the SMILES: C=[NH+][C@](N)(S)I. For the total energy, the calculation gives -884.87320 a.u.

=====

[2]
# C45H53ClF2GaN3O

A molecular structure, C45H53ClF2GaN3O (wB97M-V/def2-TZVPD, OMol25).

Element x y z (Å)
1 Ga -0.8384 0.7892 -0.0842
2 C -0.9838 -3.1062 -1.9010
3 C -0.8994 -2.2310 -3.1554
4 C -1.5106 -2.9362 -4.3664
5 C 0.5321 -1.8023 -3.4138
6 C 1.5385 -2.7555 -3.5294
7 C 2.8615 -2.3832 -3.6792
8 C 3.1949 -1.0380 -3.6722
9 C 2.2282 -0.0458 -3.5650
10 C 2.6710 1.4053 -3.5143
11 C 2.2090 2.2454 -4.7070
12 C 2.2894 2.0692 -2.1884
13 C 0.8802 -0.4433 -3.4884
14 N -0.1349 0.5182 -3.3829
15 C -0.8975 0.7524 -4.4499
16 C -0.6429 0.2893 -5.7713
17 C -1.4598 0.6452 -6.8186
18 C -2.5751 1.4558 -6.5999
19 C -2.8752 1.9149 -5.3212
20 C -2.0516 1.5686 -4.2799
21 F -2.3405 1.9938 -3.0516
22 H -2.0264 -3.3160 -1.6533
23 H -0.5236 -2.5941 -1.0531
24 H -0.4815 -4.0663 -2.0475
25 H -1.4846 -1.3337 -2.9471
26 H -0.9329 -3.8244 -4.6332
27 H -1.5347 -2.2792 -5.2372
28 H -2.5321 -3.2546 -4.1490
29 H 1.2774 -3.8080 -3.5011
30 H 3.6341 -3.1359 -3.7763
31 H 4.2351 -0.7427 -3.7555
32 H 3.7645 1.3719 -3.5618
33 H 1.1442 2.4675 -4.6551
34 H 2.4100 1.7406 -5.6537
35 H 2.7408 3.1989 -4.7124
36 H 1.2077 2.0629 -2.0485
37 H 2.6281 3.1077 -2.1769
38 H 2.7389 1.5467 -1.3426
39 H 0.2291 -0.3323 -5.9291
40 H -1.2386 0.2988 -7.8194
41 H -3.2130 1.7333 -7.4280
42 H -3.7396 2.5349 -5.1267
43 C 1.9607 2.5649 2.8554
44 C 0.4563 2.8032 2.9943
45 C 0.1838 4.0801 3.7932
46 C -0.2443 1.6025 3.6082
47 C 0.1772 1.1496 4.8525
48 C -0.3964 0.0364 5.4394
49 C -1.4142 -0.6274 4.7782
50 C -1.8851 -0.1998 3.5391
51 C -3.0243 -1.0030 2.9222
52 C -4.2712 -0.1838 2.5840
53 C -2.5885 -1.8487 1.7249
54 C -1.2861 0.9227 2.9446
55 N -1.7027 1.3922 1.6574
56 C -2.4544 2.5628 1.7416
57 C -3.1596 2.9997 2.8747
58 C -3.9301 4.1525 2.8508
59 C -4.0355 4.9300 1.7087
60 C -3.3343 4.5446 0.5717
61 C -2.5759 3.4037 0.6328
62 F -1.8508 3.0396 -0.4719
63 H 2.4329 3.4102 2.3509
64 H 2.1651 1.6655 2.2704
65 H 2.4431 2.4476 3.8281
66 H 0.0605 2.9417 1.9879
67 H 0.5614 3.9850 4.8142
68 H -0.8830 4.2956 3.8433
69 H 0.6848 4.9325 3.3298
70 H 0.9772 1.6707 5.3653
71 H -0.0492 -0.3147 6.4028
72 H -1.8669 -1.5004 5.2345
73 H -3.3197 -1.7105 3.7034
74 H -4.0942 0.4895 1.7473
75 H -4.5952 0.4135 3.4368
76 H -5.0886 -0.8563 2.3152
77 H -2.2530 -1.2271 0.8928
78 H -3.4265 -2.4489 1.3636
79 H -1.7777 -2.5282 1.9935
80 H -3.0971 2.4271 3.7900
81 H -4.4583 4.4421 3.7505
82 H -4.6452 5.8226 1.6970
83 H -3.3551 5.1176 -0.3451
84 C 3.7987 -0.6118 0.5517
85 C 2.6112 -1.3576 -0.0026
86 N 2.8246 -2.6655 -0.2735
87 O 1.5270 -0.8291 -0.1992
88 H 4.2486 -1.1522 1.3856
89 H 3.4800 0.3698 0.8901
90 H 4.5517 -0.4958 -0.2305
91 H 3.7339 -3.0798 -0.1831
92 H 2.1114 -3.1577 -0.7852
93 Cl 3.7696 -1.2813 4.4295
94 C 2.9835 -2.7064 3.8172
95 C 3.5561 -3.9331 4.0768
96 C 2.9531 -5.0935 3.6032
97 C 1.7709 -5.0093 2.8663
98 C 1.2021 -3.7864 2.6057
99 C 1.7800 -2.5720 3.0699
100 C 1.1937 -1.3425 2.7898
101 H 4.4697 -3.9787 4.6537
102 H 3.4021 -6.0544 3.8144
103 H 1.2982 -5.9106 2.4976
104 H 0.2911 -3.7222 2.0232
105 H 1.6329 -0.4220 3.1371
106 H 0.2723 -1.2864 2.2356

The net charge is 0. The value obtained for the HOMO energy (spin up / spin down) is -0.265 / -0.262 Ha. For the HOMO-LUMO gap (spin up / spin down), the calculation gives 6.8 / 5.7 eV. For the total energy, the calculation gives -4570.74234 a.u.

=====

[3]
# C25H23F5NO18P

5 unconnected molecules or ions with the total composition C25H23F5NO18P (wB97M-V/def2-TZVPD, OMol25).

Element x y z (Å)
1 C 6.3177 -2.6716 1.0478
2 C 6.8653 -1.3967 0.4811
3 O 7.9539 -1.3360 0.0016
4 O 6.1097 -0.2544 0.5380
5 C 4.7372 -0.4310 0.1822
6 C 3.7949 -0.7553 1.3189
7 C 2.7167 -1.5904 0.9979
8 C 1.8019 -1.9130 1.9820
9 C 1.9252 -1.4467 3.2639
10 C 2.9719 -0.6101 3.6079
11 C 3.8996 -0.2459 2.6224
12 C 4.9607 0.7499 3.0220
13 C 6.0551 0.1550 3.8250
14 O 6.0092 -0.8374 4.4492
15 F 7.1445 0.8993 3.8296
16 C 0.7990 -1.9531 4.0785
17 O 0.4469 -1.6598 5.1769
18 N 0.1098 -2.8698 3.2228
19 P -1.5736 -3.0718 3.4255
20 O -2.3584 -2.1046 2.6369
21 C 0.5825 -2.7507 1.8933
22 O 0.0497 -3.2097 0.9344
23 H 5.8347 -2.5044 2.0007
24 H 5.5869 -3.1222 0.3859
25 H 7.1558 -3.3298 1.2082
26 H 4.6804 -1.2387 -0.5415
27 H 4.3815 0.4555 -0.3260
28 H 2.5782 -1.9730 0.0000
29 H 3.0533 -0.2115 4.6053
30 H 5.3586 1.3083 2.1917
31 H 4.5089 1.4918 3.6795
32 H -1.7973 -2.9692 4.7992
33 H -1.8570 -4.3990 3.0863
34 O -5.0218 1.2011 -1.6688
35 C -4.1104 0.9547 -0.9441
36 O -3.6805 -0.2814 -0.6451
37 C -2.4677 -0.1585 0.1304
38 C -2.6179 1.2267 0.7062
39 F -1.4266 1.8510 0.8737
40 O -3.3696 1.8952 -0.3021
41 H -1.6065 -0.2265 -0.5372
42 H -2.3919 -0.9274 0.8934
43 H -3.1653 1.2733 1.6484
44 O -9.0722 2.4088 -6.2364
45 C -8.7705 2.2333 -5.1053
46 O -7.6119 2.6384 -4.5372
47 C -7.6793 2.3699 -3.1278
48 C -8.7185 1.2763 -3.0743
49 F -9.4652 1.3263 -1.9421
50 O -9.5416 1.5776 -4.1887
51 H -8.0198 3.2648 -2.6047
52 H -6.7131 2.0631 -2.7406
53 H -8.3179 0.2680 -3.1870
54 O 2.4947 2.1103 0.0863
55 C 1.9632 3.1407 -0.1573
56 O 1.8348 3.6735 -1.3918
57 C 1.0175 4.8462 -1.2901
58 C 1.1948 5.2230 0.1639
59 F 0.0846 5.7936 0.6870
60 O 1.4095 3.9632 0.7763
61 H -0.0195 4.5890 -1.5084
62 H 1.3561 5.6131 -1.9810
63 H 2.0509 5.8697 0.3637
64 O 0.2226 -1.0100 -1.4530
65 C -0.3495 -1.6751 -2.2509
66 O -1.2087 -2.6709 -1.9441
67 C -1.8262 -3.1198 -3.1561
68 C -0.8166 -2.6879 -4.1966
69 F -1.4000 -2.3464 -5.3692
70 O -0.2464 -1.5340 -3.6015
71 H -2.7797 -2.6077 -3.2910
72 H -1.9902 -4.1933 -3.1303
73 H -0.0278 -3.4158 -4.3934

The net charge is 0. The value obtained for the HOMO energy is -0.380 Ha. For the HOMO-LUMO gap, the calculation gives 9.5 eV. As for the SMILES: CC(=O)OCc1cc2c(cc1CC(=O)F)C(=O)N([PH2]=O)C2=O.O=C1OC[C@@H](F)O1.O=C1OC[C@@H](F)O1.O=C1OC[C@@H](F)O1.O=C1OC[C@@H](F)O1. For the total energy, the calculation gives -3216.36825 a.u.